(1)
A cluster of 9 separate species, C36H54O9S3 in total, computed with the ωB97M-V functional and the def2-TZVPD basis.

```
102
Properties=species:S:1:pos:R:3:forces:R:3
C -13.222175 -31.344837 5.558987 1.0877 0.4121 -0.3223
S -14.023040 -30.154062 6.627105 -0.9888 -0.4136 0.0280
O -13.019720 -29.749800 7.631876 0.4288 0.2942 0.0092
C -14.198195 -28.869088 5.392310 0.1757 0.4004 -0.1130
H -12.847814 -32.129088 6.211507 -0.2573 -0.2368 -0.0785
H -12.344290 -30.849604 5.123076 -0.0475 -0.0367 0.1191
H -13.821591 -31.704830 4.727611 -0.3582 -0.1362 0.2641
H -14.815896 -28.066510 5.791044 -0.0284 -0.0693 0.1225
H -14.686832 -29.294383 4.516258 0.0150 -0.0068 -0.0212
H -13.217302 -28.456241 5.142069 0.0118 -0.1586 -0.0221
C -6.775607 -24.951122 13.200549 -0.1515 0.2894 0.4942
S -5.392307 -25.317078 12.123260 0.0513 -0.1321 0.1894
O -4.685628 -24.026882 11.899485 -0.1082 0.0739 -0.1775
C -4.411606 -26.174663 13.365194 0.0380 -0.5009 0.8274
H -7.248464 -25.819841 13.657752 0.1429 -0.2386 -0.3107
H -7.533390 -24.409906 12.643421 0.1026 0.0943 -0.0787
H -6.400792 -24.328048 14.015773 0.0079 0.1307 -0.1211
H -5.021119 -26.689017 14.115012 -0.2075 -0.0821 -0.3680
H -3.833471 -25.451368 13.941714 0.0768 0.2290 -0.3823
H -3.759809 -26.911693 12.902121 0.1012 0.1562 -0.1171
C -14.353904 -23.520984 13.039564 0.4017 -0.4988 0.6899
S -14.356998 -23.365218 11.255524 0.1757 0.5577 0.0370
O -14.804466 -21.974424 10.951689 -0.2724 -0.2452 -0.0492
C -12.575697 -23.259013 11.059719 0.2791 -0.1507 -0.0328
H -13.795870 -22.698538 13.487636 -0.1332 0.1679 -0.1190
H -13.852134 -24.452290 13.324391 0.0099 0.0171 -0.2467
H -15.354866 -23.584925 13.460113 -0.1544 0.2522 -0.3076
H -12.410795 -23.172604 9.987076 0.0991 -0.1122 0.0041
H -12.025276 -24.112745 11.457545 -0.1561 -0.1203 -0.1198
H -12.221010 -22.347953 11.540911 -0.1788 0.0698 0.0630
C -8.365413 -20.321927 6.613304 0.0600 0.1979 0.6869
C -7.917055 -20.343037 7.931820 0.5757 -0.3382 -0.2063
C -7.291794 -21.488356 8.416699 -0.1776 -0.2212 0.3924
C -7.180073 -22.636667 7.641011 -0.0678 0.3796 -0.2473
C -7.607969 -22.598035 6.318214 0.4063 0.0785 -0.1783
C -8.183094 -21.442165 5.809655 -0.8938 0.2109 0.1310
H -8.848976 -19.409586 6.282132 -0.0473 -0.1774 -0.3478
H -7.986445 -19.475038 8.574443 -0.1423 0.0541 -0.0994
H -6.902246 -21.511123 9.429441 -0.1067 0.0504 -0.0033
H -6.800863 -23.551860 8.074658 0.2432 0.0370 -0.0772
H -7.422448 -23.427826 5.648192 -0.3266 -0.1969 0.1653
H -8.682069 -21.447693 4.845267 0.5216 -0.0384 -0.2219
C -10.381020 -25.918498 8.148532 0.1968 -0.8869 0.1021
C -9.667868 -24.791462 8.526380 0.1461 0.3274 0.1014
C -9.206028 -24.669317 9.829273 -0.3121 0.1203 -0.1674
C -9.540070 -25.627486 10.784575 -0.0970 0.6471 0.0265
C -10.181695 -26.788411 10.399822 -1.5407 0.4346 -0.0283
C -10.601763 -26.935366 9.072275 0.6974 0.0934 -0.2020
H -10.724275 -26.115474 7.141272 0.0518 0.4865 -0.1022
H -9.480648 -23.961469 7.856636 -0.0246 -0.2150 -0.2574
H -8.688221 -23.755883 10.101303 0.0049 -0.0586 0.1440
H -9.460062 -25.324671 11.822938 0.3636 -0.4732 0.0943
H -10.697208 -27.384354 11.148515 0.7055 -0.4689 0.0351
H -11.025696 -27.858368 8.699553 -0.4229 0.0329 0.3663
C -7.606679 -30.525127 9.244640 -0.2966 0.5721 -0.0202
C -8.287846 -29.566546 8.494376 -0.0513 0.1626 -0.2322
C -9.450535 -29.908895 7.823952 0.1791 -0.6705 -0.1714
C -9.898755 -31.226600 7.864857 -0.1145 0.0352 -0.7934
C -9.202774 -32.199860 8.551098 0.3926 0.1872 0.3908
C -8.062219 -31.829209 9.258814 -0.0753 -0.3598 0.3450
H -6.777547 -30.187954 9.853317 0.2116 -0.2824 -0.1270
H -7.893248 -28.563200 8.378544 -0.0550 0.0128 0.2954
H -10.003793 -29.229678 7.190399 0.1387 0.2709 0.1518
H -10.729488 -31.473407 7.214349 -0.1929 -0.1253 0.3642
H -9.503526 -33.237782 8.593088 -0.2067 0.0274 -0.1987
H -7.560311 -32.590391 9.845820 0.1278 0.1157 -0.0111
O -9.670325 -24.966026 4.892056 0.1807 -0.1319 -0.0557
C -10.676816 -25.003980 4.254817 -0.6501 0.4929 0.2002
O -11.884587 -25.245929 4.842628 0.1675 -0.0670 -0.0853
C -12.980083 -25.120403 3.922797 0.2995 -0.1769 -0.3409
C -12.400068 -24.635911 2.570468 0.4093 0.5016 0.6201
C -10.886173 -24.768685 2.779446 -0.0589 -0.7866 -0.2170
H -13.664305 -24.400498 4.362890 -0.1919 -0.0903 -0.0646
H -13.454478 -26.096626 3.818820 -0.0898 0.0451 0.1645
H -12.700022 -23.600000 2.419881 0.0684 -0.0135 -0.1950
H -12.707368 -25.230988 1.718385 -0.2970 0.0004 0.0324
H -10.240078 -23.974446 2.419830 -0.1194 0.1029 -0.0267
H -10.572100 -25.704005 2.301815 0.2688 0.1836 -0.0336
O -9.660524 -24.227242 14.077784 -0.1325 0.2522 -0.0788
C -10.115314 -24.667074 15.090225 0.1685 -0.3754 0.1943
O -9.329582 -25.327820 15.981203 0.1771 0.5257 -0.0644
C -10.053214 -25.824996 17.095862 -0.9247 -0.9659 0.1040
C -11.551405 -25.553658 16.838534 -0.1988 1.2421 -0.2174
C -11.550113 -24.709758 15.550275 -0.4573 -0.5432 -0.2309
H -9.725455 -25.403913 18.043117 0.3064 0.2652 -0.1945
H -9.880974 -26.901455 17.118444 0.1390 0.0381 0.1476
H -12.004334 -24.908365 17.591140 0.1971 -0.3489 0.3806
H -12.170996 -26.440626 16.760753 0.1933 -0.1755 -0.0717
H -11.987077 -23.721644 15.678926 0.3244 0.1502 0.0584
H -12.138662 -25.160698 14.748192 0.1519 -0.0738 -0.0153
O -11.432943 -18.204923 6.062837 -0.0575 0.6718 -0.3650
C -11.723718 -19.321354 6.345568 0.4536 -0.6791 0.5361
O -12.106870 -19.663557 7.599478 -0.0091 0.1190 0.0897
C -12.047371 -21.074789 7.825166 0.0285 -0.3949 -0.1925
C -11.768868 -21.733997 6.467275 0.9930 -0.2646 -0.7331
C -11.706519 -20.555332 5.482600 -1.3075 -0.4136 -0.2331
H -12.984515 -21.412471 8.263291 -0.0820 0.1988 0.0497
H -11.236302 -21.269254 8.526677 -0.0190 0.0513 0.0642
H -12.463120 -22.522579 6.178624 -0.3886 0.3045 0.1152
H -10.802448 -22.246814 6.428555 0.0223 0.1614 0.4231
H -12.647095 -20.510121 4.914830 0.1009 0.0911 0.0132
H -10.926039 -20.568029 4.729557 0.3003 0.0759 0.2626
```
Positions in Å, forces in eV/Å.

Values from the calculation:
2S+1: 1
Orbital gap, Ha: 0.322
E_HOMO, Eh: -0.3164


(2)
A cluster of 8 separate species, C36H55N2O30S7 in total, computed with the ωB97M-V functional and the def2-TZVPD basis.

```
130
Properties=species:S:1:pos:R:3:forces:R:3
C -1.036579 0.556633 5.531060 -5.6274 3.2048 -1.0939
C -2.010722 1.414527 5.268092 4.7350 -3.5913 -0.1036
C -2.961956 2.518695 4.582490 0.3801 -0.5225 0.8597
C -2.168113 3.528507 3.600679 0.0736 0.3821 0.4666
C -0.847794 2.911928 2.916040 -0.0279 2.1813 1.3919
O -1.061667 1.667788 2.179474 1.1349 0.3243 -3.3369
C -1.193574 1.902972 0.777917 -3.6679 3.9224 -0.1632
O -2.012998 2.825473 0.411168 4.1116 -4.3945 1.0152
C -0.378999 1.162925 -0.386154 2.9995 -2.5866 -2.9310
C -0.949396 -0.035580 -1.270345 2.9437 0.9006 -0.5929
C -0.079533 -0.710310 -2.420773 0.3382 2.9061 2.5333
N 1.283089 -0.209541 -2.723931 -2.7420 1.6711 3.4718
C 1.877528 0.891993 -1.942567 -1.3026 0.6086 1.3158
C 3.372553 1.450896 -2.273951 -0.7722 0.0573 -1.2604
C 3.802400 1.156533 -3.832334 0.2122 0.6440 1.2334
C 5.353351 1.568675 -4.102800 0.0429 -1.5107 0.8182
C 6.256529 0.488675 -3.284064 1.3063 -1.3953 0.5975
C 6.847195 0.894473 -1.880308 0.4842 -4.0188 -1.8791
C 7.697758 -0.182343 -1.112161 -1.5231 -0.8788 -3.6848
C 7.949309 -1.605032 -1.788008 -2.0108 2.1529 -1.9198
C 7.342427 -1.999724 -3.208393 -1.0991 4.1809 1.5221
C 6.467129 -0.914221 -3.966387 1.7791 0.8309 4.1316
C 1.115818 1.616150 -0.747789 -2.2914 -1.8914 -1.5010
C 1.751595 2.799747 0.146338 0.7499 -1.1694 0.2806
C 2.092304 2.119363 1.605210 0.4399 0.2485 0.2827
N 3.589994 1.857751 1.739852 -0.9530 0.2197 1.0521
H -0.515483 -0.444266 5.839763 -1.1559 2.6787 -0.5278
H -3.420059 3.145135 5.447281 0.6876 -1.1432 -1.5747
H -3.838006 2.014791 4.006858 1.7265 0.6001 1.1490
H -1.826412 4.424985 4.266603 -0.2884 -1.6087 -1.2798
H -2.911351 3.991687 2.833851 1.3976 -1.0960 1.1938
H -0.402231 3.744044 2.245440 -0.8216 -1.5186 0.8049
H -0.054227 2.723286 3.746720 -1.6344 -0.1655 -1.5093
H -2.013716 -0.449562 -1.066672 2.1969 0.7080 -0.5599
H -0.453565 -1.597138 -3.057738 0.6184 1.7372 1.2787
H 1.786034 -0.677152 -3.508918 -0.2988 0.8100 1.0541
H 3.320533 2.614118 -2.205625 0.0621 -2.1625 0.1918
H 4.146795 1.038228 -1.527619 -1.3345 0.5610 -1.0697
H 3.107111 1.809403 -4.472559 0.9526 -1.2878 0.6693
H 3.711704 0.026225 -4.017122 0.0836 1.7089 -0.0932
H 5.629773 2.618328 -3.721696 -0.6958 -1.5454 -0.7740
H 5.511488 1.475093 -5.245990 -0.0008 0.3081 2.0270
H 6.602287 1.952675 -1.482993 0.6567 -2.0569 -0.5951
H 8.139167 0.053322 -0.080093 -0.7344 -0.4806 -1.8468
H 8.588033 -2.392256 -1.251326 -1.1201 1.4712 -0.8413
H 7.485041 -3.025518 -3.704343 -0.0608 1.7896 1.0964
H 5.961378 -1.103748 -4.981176 1.0430 0.2280 1.7599
H 2.770901 3.171330 -0.251887 -1.7964 -0.7440 0.4387
H 1.065675 3.715527 0.237532 0.6920 -1.6242 -0.2387
H 1.826246 2.819470 2.485807 -0.2652 -1.1714 -1.6556
H 1.567841 1.082539 1.682529 0.7749 2.0777 0.0565
H 3.640193 1.239189 2.582835 0.2427 0.5373 -1.0495
H 4.052919 2.736048 2.072748 -0.5894 -0.9179 -0.5299
C 2.720747 6.059726 -4.304920 -0.2511 -0.2906 0.4616
C 3.830851 6.312359 -3.294438 -0.3039 0.7288 0.0304
O 4.959725 5.597329 -3.797583 -0.1548 -0.5051 -0.7923
S 4.903823 5.595026 -5.422326 -0.0796 0.1133 -0.1713
O 5.750748 6.649203 -5.901389 -0.6053 -1.0793 0.1990
O 5.011593 4.237747 -5.878599 0.1512 1.2414 0.3963
O 3.360156 6.073677 -5.581256 0.9621 0.0059 0.1939
H 2.271545 5.072507 -4.159704 -0.0168 0.0527 0.0298
H 1.941563 6.822288 -4.260789 0.1838 -0.0318 -0.2235
H 3.569834 5.965629 -2.293786 0.2185 -0.1276 -0.1429
H 4.093728 7.373699 -3.253934 -0.0938 -0.0572 0.0621
C -6.130499 -2.706813 -0.001472 -0.4073 -0.2210 0.6396
C -5.021386 -2.458955 1.009362 -0.4590 0.6678 0.0622
O -3.890597 -3.167931 0.500104 0.1066 -0.3689 -1.1215
S -3.947319 -3.159012 -1.122486 -1.0946 -0.4599 0.6269
O -3.099786 -2.097037 -1.596450 -0.3417 -0.8375 -0.0891
O -3.833979 -4.508966 -1.588229 0.4221 1.3030 0.1897
O -5.489758 -2.682489 -1.279696 1.4597 0.0596 -0.0747
H -6.577137 -3.695460 0.136889 -0.0015 0.1028 0.0196
H -6.910717 -1.947019 0.048574 0.2045 -0.1113 -0.2296
H -5.281071 -2.813091 2.007424 0.2222 -0.1437 -0.1749
H -4.760947 -1.397149 1.057085 -0.0903 -0.0458 0.0516
C 1.810261 -4.270842 5.869152 0.6066 -0.2616 0.4501
C 1.031172 -5.321196 6.646155 -0.0791 -0.2603 -0.5471
O 0.034004 -4.589516 7.362315 -0.1058 1.3658 -0.2289
S -0.403441 -3.294790 6.486326 0.0774 -0.8163 0.0799
O -1.603604 -3.621354 5.771046 0.8825 0.6971 0.5612
O -0.279588 -2.125736 7.309189 -0.3502 -0.7414 -0.6745
O 0.835335 -3.320920 5.435268 -0.9015 -0.0600 0.3536
H 2.526739 -3.753207 6.513729 -0.0210 -0.0644 -0.0310
H 2.335324 -4.697061 5.013024 -0.2557 0.1380 -0.0069
H 1.662804 -5.883576 7.332716 -0.2865 0.2829 0.1059
H 0.522508 -6.012879 5.971846 0.0736 0.1920 0.1632
C 8.748303 9.059533 -4.588183 0.5040 -0.3736 -0.2788
C 8.377462 7.797164 -3.823645 -0.5389 -0.0573 -0.4809
O 8.621659 8.107514 -2.452117 0.2665 0.8889 0.1294
S 8.333379 9.687999 -2.208463 0.1099 0.0604 -0.0497
O 7.005921 9.825901 -1.679436 1.0858 0.0839 -0.2868
O 9.484690 10.267187 -1.582512 -1.1395 -0.5068 -0.2687
O 8.306475 10.141652 -3.767884 -0.3359 -0.3866 0.8499
H 9.832220 9.143820 -4.709024 -0.0671 -0.0462 -0.0158
H 8.270059 9.103806 -5.567998 -0.0869 0.1589 0.2256
H 8.967968 6.934353 -4.134060 0.0462 0.1249 0.2587
H 7.313386 7.567660 -3.933533 0.0969 -0.0071 -0.1228
C -11.699702 -4.056703 0.960099 -0.4095 -0.2877 -0.3752
C -10.626389 -4.544902 -0.002126 0.1022 -0.4435 0.4567
O -10.104604 -3.362597 -0.607435 -0.2612 0.7606 0.5564
S -10.174538 -2.143104 0.462807 -1.0216 0.3586 -0.0584
O -8.884754 -2.016966 1.085070 -0.8711 0.1686 -0.3393
O -10.852009 -1.040601 -0.148985 -0.6415 -2.1072 3.9654
O -11.182038 -2.852105 1.524306 0.8820 -0.0191 -0.3162
H -12.625008 -3.814187 0.429489 0.0575 -0.0684 0.0114
H -11.912138 -4.784745 1.744749 0.1289 0.2420 0.0449
H -11.023026 -5.222185 -0.759371 0.0929 0.2953 -0.0956
H -9.810121 -5.038004 0.534849 -0.1038 -0.0520 -0.0004
C 1.184002 -10.569149 6.747094 -0.4689 -0.3749 -0.4527
C 2.261524 -11.035943 5.778876 0.1321 -0.5309 0.5339
O 2.768878 -9.840852 5.184925 -0.4455 0.9512 0.4029
S 2.686467 -8.634823 6.269363 0.2976 -0.7613 0.0918
O 3.972082 -8.498762 6.890122 -1.2068 0.3521 -0.5054
O 1.991116 -7.531573 5.668957 1.0794 -1.0760 0.1713
O 1.689289 -9.363736 7.322781 0.8262 0.4011 -0.5066
H 0.255489 -10.331745 6.219818 0.0520 -0.0650 0.0275
H 0.980470 -11.306830 7.524849 0.1392 0.2675 0.0574
H 1.871275 -11.709985 5.015563 0.0821 0.2947 -0.0786
H 3.084017 -11.525069 6.309366 -0.1024 -0.0241 -0.0223
C -9.148889 0.095521 -5.144393 -0.2494 -0.0438 -0.5822
C -10.444916 0.778774 -4.729577 0.3817 0.5400 0.0565
O -11.120552 -0.173499 -3.908954 0.5370 -0.7856 0.0847
S -10.018841 -1.060253 -3.108718 0.1000 0.4778 0.0994
O -9.864728 -0.504920 -1.792250 1.7406 0.0884 -4.4880
O -10.298614 -2.446828 -3.341197 0.1074 1.1079 0.3579
O -8.722676 -0.636933 -3.995953 -0.5510 0.0577 0.3761
H -9.320621 -0.615588 -5.957787 -0.0096 0.0934 0.0038
H -8.382707 0.811991 -5.445204 0.0110 -0.1469 0.2347
H -11.061552 1.055562 -5.585510 -0.0911 -0.2309 0.1814
H -10.246057 1.667225 -4.122478 0.0196 -0.0154 -0.1024
```
Positions in Å, forces in eV/Å.

Values from the calculation:
2S+1: 1
Orbital gap, Ha: 0.232
E_HOMO, Eh: -0.3872
Net charge: +1